{"formula": "C29H25BrN4O4RuSeTe", "method": "wB97M-V/def2-TZVPD", "elements": ["Ru", "C", "C", "C", "C", "C", "C", "N", "C", "C", "C", "C", "C", "C", "N", "N", "C", "C", "C", "C", "C", "N", "H", "H", "H", "H", "H", "H", "H", "H", "H", "H", "H", "H", "H", "Br", "C", "C", "C", "C", "C", "C", "C", "C", "C", "C", "H", "H", "H", "H", "H", "H", "O", "Se", "O", "O", "O", "C", "Te", "C", "H", "H", "H", "H", "H", "H"], "coordinates": [[-0.909, -0.118, -0.125], [1.017, 1.050, -5.463], [2.031, 0.438, -4.742], [1.756, -0.201, -3.555], [0.441, -0.262, -3.054], [-0.574, 0.351, -3.803], [-0.282, 1.007, -4.981], [0.186, -0.836, -1.831], [0.975, -1.902, -1.439], [1.441, -2.896, -2.298], [2.167, -3.970, -1.802], [2.434, -4.077, -0.444], [2.006, -3.101, 0.434], [1.290, -2.000, -0.054], [0.868, -0.958, 0.694], [1.093, -0.908, 1.965], [0.600, 0.138, 2.630], [0.748, 0.196, 4.031], [0.288, 1.302, 4.695], [-0.321, 2.327, 3.967], [-0.458, 2.175, 2.598], [-0.007, 1.131, 1.936], [1.240, 1.560, -6.389], [3.051, 0.468, -5.103], [2.556, -0.642, -2.978], [-1.593, 0.289, -3.447], [-1.077, 1.488, -5.534], [1.208, -2.841, -3.353], [2.511, -4.735, -2.485], [2.971, -4.939, -0.070], [2.194, -3.160, 1.496], [1.198, -0.647, 4.528], [0.382, 1.378, 5.769], [-0.709, 3.204, 4.458], [-0.955, 2.929, 2.000], [0.649, 2.329, -0.981], [-0.907, 2.971, -1.937], [-0.743, 4.124, -2.661], [-1.832, 4.677, -3.345], [-3.053, 4.071, -3.275], [-3.233, 2.883, -2.540], [-4.506, 2.285, -2.479], [-4.698, 1.157, -1.738], [-3.618, 0.560, -1.073], [-2.329, 1.061, -1.122], [-2.136, 2.281, -1.839], [0.219, 4.611, -2.691], [-1.695, 5.589, -3.905], [-3.910, 4.500, -3.778], [-5.319, 2.737, -3.028], [-5.678, 0.705, -1.666], [-3.861, -0.313, -0.474], [-2.337, -1.541, 3.568], [-2.463, -1.467, 1.996], [-3.852, -2.056, 1.467], [-1.284, -2.306, 1.220], [-2.313, 0.092, 1.502], [-1.397, -4.453, -0.805], [-2.476, -2.592, -1.026], [-2.545, -2.937, -3.201], [-2.009, -5.274, -1.174], [-1.215, -4.560, 0.259], [-0.452, -4.409, -1.345], [-1.560, -3.112, -3.615], [-2.970, -2.065, -3.682], [-3.173, -3.789, -3.420]], "mulliken_charge": [-0.4263, -0.6305, -0.7411, 0.1857, -1.0724, -0.0647, -0.7096, 0.6475, -0.0088, 0.0654, -0.7030, -0.7392, -0.4982, 0.3433, 1.1654, -1.5005, 0.0890, -0.5752, -0.3497, -0.8081, -0.2111, 0.2767, 0.3787, 0.3782, 0.4391, 0.5660, 0.4534, 0.3957, 0.3843, 0.3805, 0.4888, 0.4669, 0.3752, 0.4036, 0.4345, -0.1677, 0.8322, -0.7608, -0.5744, -0.9498, 1.0918, -0.9457, -1.4241, -0.1924, 0.6800, 0.1878, 0.4253, 0.4097, 0.3520, 0.3537, 0.4484, 0.5990, -0.7910, 1.4765, -0.7646, -0.5771, -0.6187, -0.8894, 0.8440, -1.1742, 0.4538, 0.2303, 0.1476, 0.2874, 0.3232, 0.4078], "e_tot_ev": -189889.4670, "homo_energy_ev": [-4.3, -4.2], "charge": -1, "homo_lumo_gap_ha": [0.2010, 0.1989], "lumo_energy_ev": [1.2, 1.2], "s_squared": 1.035, "spin_multiplicity": 2}